No. 1
Formula: C21H22F5IN6OOsPS3
Source: the Open Molecules 2025 dataset
Level of theory: wB97M-V/def2-TZVPD

Calculated values
Multiplicity: 5
ΔE to the lowest compared entry with this formula, charge and spin (kJ/mol): 18.68
Net charge: +1
LUMO (spin up / spin down) (eV): -3.260 / -6.342

CARTESIAN COORDINATES (ANGSTROEM)
Os 1.5309 -0.2886 0.3443
F 3.6688 -0.5300 7.0099
C 3.5980 -0.6887 5.6989
C 2.3663 -0.6983 5.0664
F 1.2503 -0.5590 5.7744
C 2.3044 -0.8672 3.6971
F 1.0827 -0.9154 3.1354
C 3.4435 -1.0124 2.9177
S 3.4535 -1.2198 1.1684
C 4.6669 -1.0136 3.5829
F 5.7926 -1.1598 2.8911
C 4.7534 -0.8557 4.9535
F 5.9343 -0.8584 5.5551
S 2.5109 1.0330 -1.6431
C 2.3966 2.2986 -0.5370
S 1.9738 1.8828 1.0586
C 2.6234 3.6637 -0.9263
C 2.4668 4.7108 0.0100
N 2.3142 5.5491 0.7873
C 2.9615 3.9937 -2.2578
N 3.2149 4.2630 -3.3501
I 0.0554 -3.6256 -4.3990
C 0.2470 -3.4784 -2.3387
C -0.1708 -4.4973 -1.4951
C -0.0488 -4.3170 -0.1255
C 0.4826 -3.1373 0.3533
N 0.9030 -2.1629 -0.4663
C 0.7926 -2.3330 -1.7886
H -0.5768 -5.4154 -1.8980
H -0.3670 -5.0829 0.5672
H 0.5892 -2.9511 1.4136
H 1.1491 -1.5243 -2.4127
C -0.6950 0.4837 -3.2335
N -1.7276 -0.0435 -2.3414
C -2.9129 -0.5120 -3.0554
P -1.7366 0.5394 -0.8066
O -0.4286 0.2103 -0.1166
N -1.9956 2.1455 -0.7918
C -2.8085 2.7889 -1.8175
C -1.3119 3.0616 0.1127
N -2.9998 -0.2166 -0.0844
C -2.8608 -1.6543 0.1427
C -3.8283 0.4578 0.9119
H -1.0737 1.3228 -3.8250
H -0.3672 -0.2970 -3.9234
H 0.1690 0.8251 -2.6629
H -3.2237 0.2174 -3.8090
H -3.7349 -0.6803 -2.3666
H -2.6835 -1.4482 -3.5691
H -3.3791 2.0516 -2.3791
H -2.1861 3.3591 -2.5115
H -3.5178 3.4752 -1.3509
H -0.7272 2.5108 0.8419
H -2.0402 3.6795 0.6428
H -0.6439 3.7240 -0.4451
H -2.2774 -2.1093 -0.6582
H -3.8477 -2.1189 0.1538
H -2.3670 -1.8611 1.0979
H -3.9021 1.5182 0.6860
H -3.4246 0.3384 1.9219
H -4.8306 0.0293 0.8891

=====

No. 2
Formula: C21H22F6FeN6O4S4Te
Source: the Open Molecules 2025 dataset
Level of theory: wB97M-V/def2-TZVPD

Calculated values
Multiplicity: 5
ΔE to the lowest compared entry with this formula, charge and spin (kJ/mol): 10.37
Net charge: -2
LUMO (spin up / spin down) (eV): 4.154 / 4.153

CARTESIAN COORDINATES (ANGSTROEM)
Fe -0.1867 0.3279 1.0423
F -2.8283 4.2463 -1.2324
C -3.5444 3.1205 -1.3097
F -4.8387 3.4583 -1.3535
F -3.2413 2.5162 -2.4571
S -3.1808 2.0656 0.1601
O -1.7630 1.8109 0.0272
O -3.6453 2.8654 1.2457
N -4.1396 0.8445 -0.1134
S -3.7161 -0.6644 -0.2694
O -2.4489 -1.0000 0.3144
O -4.8483 -1.4986 -0.0032
C -3.4676 -0.9031 -2.0829
F -4.5735 -0.5591 -2.7605
F -3.2201 -2.1934 -2.3349
F -2.4519 -0.1863 -2.5486
Te 1.2945 2.3312 -0.2154
C 3.1826 3.0858 -0.7760
C 3.5992 3.0068 -2.0985
C 4.8623 3.4550 -2.4615
C 5.7134 3.9897 -1.5062
C 5.2973 4.0789 -0.1854
C 4.0379 3.6249 0.1788
C 0.5446 4.2584 0.2402
C 0.1079 5.1263 -0.7547
C -0.3335 6.4022 -0.4308
C -0.3528 6.8158 0.8944
C 0.0569 5.9447 1.8940
C 0.5016 4.6690 1.5702
H 2.9391 2.5783 -2.8424
H 5.1847 3.3749 -3.4935
H 6.7071 4.3189 -1.7852
H 5.9671 4.4675 0.5715
H 3.7281 3.6633 1.2160
H 0.1061 4.7988 -1.7874
H -0.6750 7.0691 -1.2142
H -0.7028 7.8096 1.1484
H 0.0193 6.2507 2.9328
H 0.7810 3.9699 2.3506
C 3.9340 -2.0001 -2.5346
N 2.7547 -2.2713 -1.7289
C 1.9645 -3.3754 -2.2295
C 2.1963 -1.2810 -0.9535
S 0.5170 -1.3837 -0.6282
N 4.2138 -1.4407 1.0397
C 3.1167 -1.5356 2.0017
C 5.4649 -1.9908 1.5143
H 3.6457 -1.9348 -3.5917
H 4.6609 -2.8105 -2.4287
H 4.4052 -1.0687 -2.2402
H 2.6431 -4.1960 -2.4755
H 1.4042 -3.0970 -3.1305
H 1.2533 -3.7071 -1.4795
H 2.2880 -0.8881 1.7312
H 3.4706 -1.2138 2.9858
H 2.7567 -2.5652 2.0747
H 6.1744 -2.0924 0.6959
H 5.2559 -2.9851 1.9180
H 5.9298 -1.3868 2.2988
N 7.3661 0.5403 0.7824
C 6.3333 0.3419 0.2840
N 5.2255 0.1717 -0.4033
C 4.1712 -0.5007 0.0357
N 2.9791 -0.2990 -0.5432
S 0.1026 0.5563 3.1394

=====

No. 3
Formula: C21H22N2O3
Source: the Open Molecules 2025 dataset
Level of theory: wB97M-V/def2-TZVPD

Calculated values
ΔE to the lowest compared entry with this formula, charge and spin (kJ/mol): 1956.06
LUMO (eV): 0.630

CARTESIAN COORDINATES (ANGSTROEM)
C 5.8224 -3.5210 0.4421
C 4.5603 -3.8324 0.7320
C 4.1175 -5.3186 1.0003
C 3.6845 -2.9276 1.1150
O 2.4675 -3.4192 0.0350
C 1.3258 -2.5463 0.1253
C 0.3050 -3.0525 -0.8206
C -0.9809 -2.3762 -0.7031
C -0.9747 -1.0705 -0.1107
C -2.3103 -0.4597 -0.0057
N -3.6718 -1.1324 -0.1428
N -4.4952 -0.2472 -0.0712
C -3.9486 1.0019 -0.3688
C -4.8827 2.2512 -0.1913
C -2.6032 0.7936 -0.0440
C -1.6909 1.9121 -0.2808
C -0.4685 1.7286 -0.9373
C 0.3636 2.6307 -1.4807
C 0.2477 4.0429 -0.6279
O 1.1015 4.9712 -0.7145
C 2.4166 4.8603 -1.5391
C -0.6876 4.3291 0.1502
C -1.9136 3.1293 0.2746
C -0.0786 -0.9279 0.7891
O -0.0971 0.2503 1.7443
C 1.0107 -1.6466 0.9654
H 6.6886 -4.1381 0.2626
H 6.1172 -2.3405 0.1725
H 4.0030 -5.4308 2.0517
H 3.5475 -5.5424 0.2698
H 5.2176 -6.0218 0.8660
H 3.2158 -3.0203 1.8863
H 3.8147 -1.7941 0.6575
H 0.5070 -3.9379 -1.1603
H -1.6022 -2.5345 -1.3488
H -5.4135 -0.6095 0.0426
H -4.3319 2.9965 -0.9087
H -5.7467 1.8192 -0.9595
H -5.2297 2.7159 0.6506
H -0.3490 0.8359 -1.8026
H 1.1745 2.4861 -1.8152
H 2.1128 4.7081 -2.4559
H 3.0282 5.8860 -1.3381
H 3.0610 4.0849 -1.0238
H -0.9309 5.2122 0.7292
H -2.5545 3.3576 1.0402
H -0.9061 0.7821 1.5847
H 1.8990 -1.2362 1.5490

=====

No. 4
Formula: C21H22N2O6
Source: the Open Molecules 2025 dataset
Level of theory: wB97M-V/def2-TZVPD

Calculated values
ΔE to the lowest compared entry with this formula, charge and spin (kJ/mol): 0.00
LUMO (eV): 0.072

CARTESIAN COORDINATES (ANGSTROEM)
C -0.3281 -5.1962 -3.2149
C -0.8848 -3.7984 -3.0523
O -1.0909 -3.0505 -3.9754
N -1.1321 -3.4952 -1.7358
C -1.6045 -2.3130 -1.1835
C -1.8131 -2.2725 0.1979
C -2.2488 -1.1157 0.8021
C -2.4650 0.0434 0.0516
C -2.8076 1.2808 0.7721
O -3.3666 1.2950 1.8453
C -2.3288 2.5777 0.1206
O -1.0224 2.3734 -0.4027
C -0.7631 2.7661 -1.6562
O -1.5503 3.3497 -2.3508
C 0.6073 2.3105 -2.1045
C 1.7171 2.4843 -1.0643
N 1.4521 1.7584 0.1587
C 1.2871 0.3973 0.2241
O 1.3935 -0.3571 -0.7101
C 0.9749 0.0259 1.6619
C 2.0932 -0.8906 2.1963
C 3.3259 -0.0906 2.4828
C 3.2117 1.0492 3.1464
C 1.8518 1.5067 3.5738
C 0.8684 1.3613 2.3983
C 1.1982 2.4072 1.3512
O 1.2595 3.5978 1.4998
C -2.3035 -0.0182 -1.3334
C -1.8857 -1.1794 -1.9464
H -0.1671 -5.3944 -4.2703
H 0.6192 -5.2843 -2.6868
H -1.0247 -5.9305 -2.8153
H -0.9259 -4.2206 -1.0619
H -1.6235 -3.1547 0.7938
H -2.4170 -1.0781 1.8689
H -3.0073 2.8831 -0.6863
H -2.2938 3.3710 0.8738
H 0.5217 1.2464 -2.3468
H 0.8663 2.8539 -3.0131
H 1.8260 3.5345 -0.7806
H 2.6560 2.1201 -1.4912
H 0.0324 -0.5271 1.6687
H 1.7451 -1.3636 3.1196
H 2.2876 -1.6732 1.4624
H 4.2761 -0.4670 2.1389
H 4.0624 1.6689 3.3804
H 1.4997 0.8920 4.4074
H 1.8661 2.5477 3.8958
H -0.1478 1.5490 2.7559
H -2.5330 0.8368 -1.9503
H -1.7640 -1.2174 -3.0157

=====

No. 5
Formula: C21H23BMnN7S3
Source: the Open Molecules 2025 dataset
Level of theory: wB97M-V/def2-TZVPD

Calculated values
Multiplicity: 5
Net charge: +2
LUMO (spin up / spin down) (eV): -8.476 / -6.699

CARTESIAN COORDINATES (ANGSTROEM)
Mn -0.3432 -0.7526 -0.0322
C -1.7810 4.4765 0.8005
N -2.5546 3.3287 0.3564
C -3.9217 3.3297 0.1548
C -4.2624 2.0885 -0.2492
N -3.1053 1.3349 -0.3257
B -3.0322 -0.1613 -0.6333
N -2.4919 -0.4219 -2.0816
C -2.9319 0.1997 -3.2223
C -2.3813 -0.4347 -4.2887
N -1.5892 -1.4381 -3.7939
C -0.7829 -2.3718 -4.5674
C -1.6767 -1.4236 -2.4488
S -0.8840 -2.5501 -1.4082
C -2.0799 2.1066 0.0649
S -0.4242 1.6519 0.1873
H -2.2417 4.9103 1.6852
H -1.7460 5.2318 0.0169
H -0.7697 4.1639 1.0403
H -4.5244 4.2040 0.3282
H -5.2271 1.6769 -0.4898
H -4.0960 -0.6721 -0.4950
H -2.2094 -0.6599 0.1978
H -3.6084 1.0363 -3.1898
H -2.4845 -0.2454 -5.3430
H -0.8156 -2.0887 -5.6145
H -1.1649 -3.3847 -4.4563
H 0.2461 -2.3495 -4.2143
N 1.3494 -0.6550 -0.7323
C 2.4123 -0.5923 -1.1744
C 3.7063 -0.5233 -1.7106
C 4.5166 -1.6705 -1.7156
C 5.7906 -1.5844 -2.2346
C 6.2563 -0.3759 -2.7429
C 5.4485 0.7577 -2.7443
C 4.1720 0.6965 -2.2284
H 4.1337 -2.5981 -1.3111
H 6.4292 -2.4567 -2.2486
H 7.2608 -0.3144 -3.1393
H 5.8241 1.6861 -3.1514
H 3.5288 1.5666 -2.2128
N -0.6770 -0.9280 7.0508
C 0.4361 -0.8135 6.3221
S 1.9335 -0.6557 6.9995
C 0.3156 -0.9191 4.8454
C -0.6145 -1.7576 4.2338
C -0.6355 -1.8565 2.8561
N 0.1816 -1.1507 2.0644
C 1.0745 -0.3372 2.6528
C 1.1819 -0.2042 4.0177
H -0.6023 -0.8917 8.0543
H -1.5984 -0.9626 6.6471
H -1.2977 -2.3592 4.8178
H -1.3116 -2.5465 2.3648
H 1.7366 0.2153 1.9982
H 1.9324 0.4452 4.4431

=====

Energy readings, ordered: -3640.574344; -5166.665252; -1148.004319; -1374.469315; -3567.354283 Ha